The following is a DFT calculation (wB97M-V/def2-TZVPD) of C9H21Cl2O3P2Tl as an isolated structure in a non-equilibrium geometry.

The geometry in XYZ format:
```
38
C9H21Cl2O3P2Tl | the Open Molecules 2025 dataset | wB97M-V/def2-TZVPD
Tl 0.65647 1.95752 -1.86472
C -0.09664 3.10097 1.80479
H 0.84151 3.08833 1.24572
H -2.63995 2.05114 3.09874
H 3.31747 1.00783 -5.57934
O 1.85407 -0.07904 -3.38556
C 2.29933 1.45523 -5.33022
O -0.39242 0.35350 2.02845
P -0.28649 1.65226 2.82930
H 1.44617 1.07739 -5.98693
P -0.36593 -2.32729 -0.51238
H -0.91342 3.20049 1.08484
H 0.58419 -2.52425 -2.69607
H 2.26160 2.58689 -5.30093
C -2.13309 -2.45697 -0.05031
H -1.77012 2.69271 4.52130
H -2.64361 -1.55340 -0.38623
H -0.51434 -4.71988 -0.62007
C 0.11412 -4.01797 -0.07230
H -0.08710 4.00673 2.41796
C -0.42928 -2.51933 -2.31671
H 1.06950 2.32713 4.75605
H -1.99664 0.92878 4.33518
H -0.00424 -4.18621 0.99766
H -2.21217 -2.53332 1.03415
H -0.96301 -1.68808 -2.75295
C 1.01184 -1.00432 1.21483
Cl -1.45392 0.53422 -1.19576
C 1.92929 1.02355 -3.99406
O 1.91379 -0.84180 1.92158
H -2.53307 -3.35066 -0.52937
H 1.15689 -4.18328 -0.33989
Cl -0.40097 2.91119 -3.64137
C -1.80631 1.86526 3.79131
H 0.98683 0.55652 4.52573
C 1.07782 1.52311 4.00636
H 2.03454 1.55046 3.46628
H -0.91273 -3.46542 -2.52507
```

Values from the calculation:
HOMO energy (spin up / spin down): -0.5347 / -0.5224 Eh
LUMO (spin up / spin down): -10.1 / -10.7 eV
Frontier orbital gap (spin up / spin down): 4.436 / 3.494 eV
Total charge: +2
Total energy: -64112.14127 eV
Strongest force on any atom: 10.16 eV/A
ΔE to the lowest compared entry with this formula, charge and spin: 347.1 kJ/mol



The following is a DFT calculation (wB97M-V/def2-TZVPD) of C9H21ClN3O3Zr as an isolated structure in a non-equilibrium geometry.

The geometry in XYZ format:
```
38
C9H21ClN3O3Zr | the Open Molecules 2025 dataset | wB97M-V/def2-TZVPD
Cl 0.21949 0.23391 2.02768
H 1.02059 -4.51760 -1.44359
C -5.26685 1.06164 0.15518
H -6.34165 0.98561 0.31993
H 4.43388 -2.25864 0.97988
H 2.54245 -3.77250 0.86901
H -3.09002 3.40868 2.54294
H -0.46431 -3.91829 -0.90039
H 3.14916 -1.41091 1.74585
H -5.34447 2.12755 1.95696
O 0.74647 -1.63991 -0.21375
H 3.51146 1.58353 -2.00029
Zr -0.94197 -0.10822 -0.31842
H 3.42800 1.03206 0.39509
H 0.53544 -4.64563 0.26809
C -3.08049 2.39423 2.94157
C 1.31150 -2.74685 -0.18054
C 1.62158 0.88617 -2.13213
O 0.64324 0.60225 -1.45822
H 3.57273 -1.22216 -0.03382
H -2.07325 2.22209 3.32094
H -5.15616 1.76598 -0.66928
H 1.10461 -0.14208 -4.06122
H 1.89833 1.87159 0.58492
H -4.80126 0.08565 0.01817
N 2.52499 -2.90866 0.34596
H 1.58270 1.64830 -4.14442
C 1.70027 0.67841 -3.66111
C 3.42005 -1.89687 0.80854
C 0.58098 -3.98685 -0.59911
N -4.70983 1.57113 1.40224
C -3.44496 1.47088 1.79806
C 2.75868 1.75333 -0.07382
H 3.32467 2.68389 -0.03120
O -2.52993 0.99533 1.10034
N 2.66805 1.30186 -1.52132
H -3.78071 2.39779 3.77691
H 2.72649 0.41348 -3.91563
```

Values from the calculation:
HOMO energy (spin up / spin down): -0.8208 / -0.8207 Eh
LUMO (spin up / spin down): -16.4 / -19.0 eV
Frontier orbital gap (spin up / spin down): 5.917 / 3.350 eV
Total charge: +4
Total energy: -34043.11260 eV
Spin multiplicity: 2
Strongest force on any atom: 9.44 eV/A
ΔE to the lowest compared entry with this formula, charge and spin: 0.0 kJ/mol
Expectation value of S²: 0.761



The following is a DFT calculation (wB97M-V/def2-TZVPD) of C9H21CoI2O3P2 as an isolated structure in a non-equilibrium geometry.

The geometry in XYZ format:
```
38
C9H21CoI2O3P2 | the Open Molecules 2025 dataset | wB97M-V/def2-TZVPD
H -4.62942 -0.28436 0.65642
C 1.92483 2.67247 -1.89872
H -3.65002 -2.72173 -0.48638
H 2.13397 2.06059 -2.77932
H -3.50351 1.08606 0.95295
H 2.01485 2.21912 1.89500
H -2.12321 -2.74294 0.46432
H -3.36988 0.99961 -2.12321
H -3.25412 -0.45866 1.81250
O 2.86129 -0.67048 2.40381
C -3.48357 -0.08141 -1.96993
H 1.80780 -3.23922 1.84255
C -3.58464 -0.00677 0.86656
H 3.25785 -0.07115 -1.23883
H 1.39863 -2.43563 3.32594
C 1.88873 -1.12040 1.86386
H 2.74973 3.37093 -1.70210
H 0.99284 3.22126 -2.05047
H 4.12428 1.23309 -0.37811
H -2.06003 -2.78312 -1.32589
P -2.49963 -0.54171 -0.50379
C 3.25091 0.61441 -0.38282
H 0.91768 3.33267 1.02277
C 0.47124 -1.39991 -0.45739
Co -0.36312 0.27962 -0.51638
H -3.09879 -0.60208 -2.85678
P 1.75481 1.63445 -0.47658
O 1.49218 -0.25813 0.88313
O 1.04024 -2.36004 -0.34744
H 2.69041 3.44996 0.76406
C 1.85314 2.75602 0.94648
C -2.60081 -2.37527 -0.45853
C 1.27011 -2.37985 2.24144
H 3.27817 0.00607 0.51888
I -0.14632 0.08503 -3.11562
I -0.47172 0.33139 2.38360
H 0.20936 -2.49256 2.03363
H -4.54425 -0.32736 -1.80960
```

Values from the calculation:
HOMO energy (spin up / spin down): -0.5841 / -0.5901 Eh
LUMO (spin up / spin down): -10.6 / -11.1 eV
Frontier orbital gap (spin up / spin down): 5.256 / 4.911 eV
Total charge: +2
Total energy: -88202.21328 eV
Spin multiplicity: 5
Strongest force on any atom: 3.79 eV/A
ΔE to the lowest compared entry with this formula, charge and spin: 183.8 kJ/mol
Expectation value of S²: 6.208



The following is a DFT calculation (wB97M-V/def2-TZVPD) of a 2-piece molecular cluster, C9H21FNO9PS overall in a non-equilibrium geometry.

The geometry in XYZ format:
```
43
C9H21FNO9PS | the Open Molecules 2025 dataset | wB97M-V/def2-TZVPD
H 3.45737 4.83924 2.19677
H 3.08353 2.10355 -1.16261
C 5.15608 3.56552 2.52609
H 2.58751 -1.12348 2.03428
C 2.04057 2.23740 -1.45608
C -3.20218 -4.12478 -0.95027
C 1.24758 2.93992 -0.37263
H 0.26165 3.18276 -0.78189
H -4.97116 -3.68457 -3.07408
O 3.08050 2.96611 1.47250
O -1.85198 -1.53439 -0.24382
H -4.20123 -4.86931 0.55287
N -3.22077 -3.10158 -1.98652
C 2.38327 -0.82009 1.00347
H 2.02943 2.82807 -2.37617
H 0.26092 -0.54853 1.32420
H 5.39347 2.50996 2.67244
O 0.99522 2.14108 0.77918
O 3.12670 1.24038 3.04947
C 0.93279 -1.07871 0.64216
O -5.15772 -1.37149 -0.43893
C -5.64924 -2.21784 -1.49146
O -0.96735 -1.94389 -2.56554
H -4.44825 -1.81130 0.08224
H -6.25057 -3.11250 -1.08235
H 0.71377 -0.72254 -0.36605
H 5.61387 4.14017 3.33502
C 3.65855 3.79874 2.47388
H 1.69518 3.89777 -0.10171
H 1.62413 1.25055 -1.67016
H 3.03369 -1.40701 0.35055
H -4.43346 -1.96397 -3.35552
H 3.19401 3.63022 3.44891
S -2.18283 -1.76958 -1.68610
O 2.72320 0.54755 0.81575
C -4.55839 -2.75524 -2.52649
O -2.07036 -4.47040 -0.50920
H 5.62026 3.86175 1.58142
H 0.70625 -2.14635 0.69620
P 2.17098 1.64989 1.92118
H -6.41517 -1.60642 -2.10170
F -2.89342 -0.32800 -2.22943
O -4.31636 -4.81865 -0.42983
```

Values from the calculation:
HOMO energy: -0.3529 Eh
LUMO: -1.5 eV
Frontier orbital gap: 8.104 eV
Total energy: -52428.45388 eV
Strongest force on any atom: 9.21 eV/A
SMILES: O=C(O)N(CCO)S(=O)(=O)F.CCOP(=O)(OCC)OCC



The following is a DFT calculation (wB97M-V/def2-TZVPD) of a 2-piece molecular cluster, C9H21IN3O8P2 overall in a non-equilibrium geometry.

The geometry in XYZ format:
```
44
C9H21IN3O8P2 | the Open Molecules 2025 dataset | wB97M-V/def2-TZVPD
H -2.46625 0.70539 -0.46974
H 2.74240 2.91777 3.86161
O -0.68595 -0.10103 3.16511
H 1.36855 0.68172 -4.35386
H -3.51725 -1.06928 -1.81180
H -0.71382 3.12261 -2.97016
O -0.15865 -1.41925 4.81485
C -2.26489 -1.79559 -4.09198
H 0.74597 2.31790 -4.46094
N -0.22435 1.08716 -3.03031
H -4.17971 -0.40585 -3.30473
O 2.28032 2.70775 4.69213
C 0.45231 1.27685 -4.31113
H -3.42701 0.67469 -2.20842
O 1.00654 -0.78495 -2.18362
H -3.19778 -1.79970 -4.66083
H 2.69391 -1.45311 4.66680
H 0.65517 -1.00726 0.23485
C -0.17261 -1.62364 -0.14055
I 5.22249 -1.55418 2.80388
H 0.24961 -2.48288 -0.66060
C -1.19495 2.14680 -2.85758
C -3.34016 -0.33396 -2.60397
O 2.76309 0.30774 5.85149
H -0.77184 1.05904 -0.04175
C -0.20317 -0.24328 4.28682
O 0.31262 0.88345 5.03576
O 5.31369 0.47870 5.02404
H -0.19289 0.97271 -5.15033
H -1.76142 -0.11288 0.84296
C 3.38189 -0.88389 5.34959
H 3.66944 -1.50961 6.23864
P 1.91345 1.09589 4.67955
N -2.09319 -0.54448 -3.31470
H -2.25496 -2.67530 -3.43435
H -1.45028 -1.90312 -4.81766
O 2.15561 0.59732 3.29853
C 4.71142 -0.44078 4.58280
N -1.06579 -0.82727 -1.01570
H -0.70921 -2.00711 0.72831
H -1.62697 2.15764 -1.85964
P -0.43662 -0.58712 -2.65019
H -2.00501 2.10879 -3.59986
C -1.52376 0.26562 -0.15327
```

Values from the calculation:
HOMO energy: -0.1665 Eh
LUMO: 1.1 eV
Frontier orbital gap: 5.649 eV
Total charge: -1
Total energy: -57203.10132 eV
Strongest force on any atom: 9.53 eV/A



The following is a DFT calculation (wB97M-V/def2-TZVPD) of C9H21INO2P2Sn as an isolated structure in a non-equilibrium geometry.

The geometry in XYZ format:
```
37
C9H21INO2P2Sn | the Open Molecules 2025 dataset | wB97M-V/def2-TZVPD
H -2.03185 3.05457 0.69070
C -1.36546 3.29901 -0.14817
H 1.00509 -4.12733 2.04210
H 1.85345 2.91129 1.87952
H 0.14216 -2.79042 2.87611
H 0.87947 4.37540 1.43250
H 1.23681 4.31200 -1.06224
C -0.12561 0.09204 3.22180
H 1.13585 0.09295 -3.76081
H 1.29888 -4.40198 -0.48428
C -2.58406 -0.07450 0.55752
H -1.80487 2.97744 -1.10255
P 0.26665 -2.51629 0.47649
C 0.06345 -0.05794 -4.00255
C 0.87225 -3.03826 2.09411
N -0.24506 0.41860 2.07417
H -1.99736 -3.03421 1.14154
C 1.32247 -3.34392 -0.73915
H -1.15487 4.38156 -0.15721
H -0.06376 -0.90185 -4.70067
P 0.26135 2.50089 0.11365
H 0.14695 3.07284 2.45436
C 1.30747 3.22435 -1.20269
H 1.82932 -2.54935 2.31465
H -1.80307 -3.17628 -0.63284
I -1.50337 -0.45594 -2.36307
O 0.01711 -0.24592 4.35556
C 0.85040 3.29580 1.64051
Sn 0.08858 -0.01892 -0.04222
O -3.72116 0.02856 0.45167
H 0.93530 2.92406 -2.19529
H -1.11432 -4.42213 0.45288
C -1.33043 -3.35603 0.33597
H 0.95667 -3.19198 -1.75847
H 2.34854 -2.96631 -0.66318
H -0.31703 0.82839 -4.53179
H 2.34405 2.87984 -1.05863
```

Values from the calculation:
HOMO energy: -0.7197 Eh
LUMO: -13.2 eV
Frontier orbital gap: 6.418 eV
Total charge: +3
Total energy: -47738.32188 eV
Strongest force on any atom: 4.31 eV/A
ΔE to the lowest compared entry with this formula, charge and spin: 0.0 kJ/mol